Density functional theory data (ωB97M-V/def2-TZVPD) for 3 unconnected molecules or ions with the total composition C2H9N3O at a distorted geometry.

Computed properties:
**Lowest unoccupied orbital energy**: 0.167 eV
**Spin multiplicity**: 1
**M**: 91.1 g/mol

Each line ends with the Mulliken charge.
Positions of all 15 atoms, in Å:
1 N -0.62780 -1.35722 -0.12171  -0.6274
2 C 0.02622 -0.77241 -1.06639  0.6482
3 N 1.41770 -1.38992 -1.36721  -0.4076
4 N -0.23563 0.55177 -1.54285  -0.5389
5 H -0.93940 -0.58373 1.10032  0.4638
6 H -0.27489 -2.15209 0.37102  0.2737
7 H 1.80975 -2.28710 -1.08022  0.1930
8 H 1.94936 -0.78652 -1.91250  0.1429
9 H 0.63759 0.90084 -2.05674  0.2608
10 H -0.45917 1.34944 -0.86301  0.2919
11 C -0.55593 1.92631 1.85048  -0.5109
12 O -0.17114 0.62918 1.92816  -0.7566
13 H -0.30077 2.43521 0.90823  0.1077
14 H -1.63587 1.98120 1.95581  0.2268
15 H -0.11915 2.55344 2.66962  0.2326